Entry 1:
A molecular structure, C5H10O in a non-equilibrium geometry. Source: the Open Molecules 2025 dataset; level of theory: ωB97M-V/def2-TZVPD.

Summary:
Charge ... 0
Largest force on an atom ... 0.0649 hartree/bohr
Multiplicity ... 1
ΔE to the lowest compared entry with this formula, charge and spin ... 332.80 kJ/mol
HOMO ... -9.48 eV
Calculated total energy ... -271.6259 Ha

Each line ends with the Löwdin charge.
Positions of all 16 atoms, in Å:
C 1.763 -0.045 0.025  -0.11
C 0.477 0.759 -0.094  -0.20
C -0.458 0.285 -1.195  -0.18
C -1.510 -0.430 -0.349  -0.23
O -0.839 -1.191 0.641  -0.17
C -0.445 -0.068 1.399  -0.14
H 2.389 -0.111 -0.877  0.08
H 2.382 0.363 0.830  0.08
H 1.470 -1.068 0.282  0.08
H 0.659 1.846 -0.115  0.12
H -0.946 1.088 -1.767  0.11
H 0.015 -0.406 -1.901  0.11
H -2.201 -1.080 -0.915  0.13
H -1.734 0.467 0.352  0.12
H -1.319 0.086 2.105  0.13
H 0.414 -0.189 2.022  0.07

***

Entry 2:
2 unconnected molecules or ions with the total composition C4H12N2O2 in a non-equilibrium geometry. Source: the Open Molecules 2025 dataset; level of theory: ωB97M-V/def2-TZVPD.

Summary:
SMILES ... C[C@H](N)CC(N)=O.O
Charge ... 0
Largest force on an atom ... 0.0322 hartree/bohr
Multiplicity ... 1
ΔE to the lowest compared entry with this formula, charge and spin ... 106.35 kJ/mol
HOMO ... -9.61 eV
Calculated total energy ... -419.6080 Ha

Each line ends with the Löwdin charge.
Positions of all 20 atoms, in Å:
C -1.238 0.964 -1.809  -0.05
C -1.283 -0.185 -0.784  -0.42
C -0.048 -0.095 0.148  -0.10
C 0.788 -1.345 0.154  -0.52
N 1.760 -1.365 1.136  0.14
O 0.705 -2.271 -0.628  0.06
N -2.481 -0.051 0.062  0.03
H -2.237 1.245 -2.150  0.07
H -0.672 0.656 -2.687  0.08
H -0.735 1.800 -1.324  0.07
H -1.136 -1.150 -1.277  0.12
H 0.647 0.721 -0.091  0.10
H -0.356 0.187 1.160  0.12
H 2.418 -2.111 1.285  0.11
H 1.755 -0.673 1.870  0.07
H -2.718 -0.969 0.427  0.08
H -3.262 0.149 -0.546  0.06
H 3.144 0.958 2.069  0.02
H 2.171 1.712 1.124  0.01
O 2.778 1.820 1.863  -0.05

***

Entry 3:
A molecular structure, C21H38N in a non-equilibrium geometry. Source: the Open Molecules 2025 dataset; level of theory: ωB97M-V/def2-TZVPD.

Summary:
Charge ... +1
Largest force on an atom ... 0.3304 hartree/bohr
Multiplicity ... 1
ΔE to the lowest compared entry with this formula, charge and spin ... 1803.94 kJ/mol
HOMO ... -11.48 eV
Calculated total energy ... -876.8305 Ha

Each line ends with the Löwdin charge.
Positions of all 60 atoms, in Å:
C 4.256 3.470 1.722  -0.11
C 4.087 2.192 0.688  -0.25
C 2.655 1.961 0.193  -0.29
C 2.613 0.856 -0.737  -0.31
C 1.316 0.706 -1.418  -0.24
C 0.846 1.874 -2.208  -0.22
C -0.487 1.677 -2.887  -0.23
C -1.630 1.336 -2.056  -0.33
C -2.948 1.302 -2.781  -0.25
C -3.355 0.040 -3.506  -0.17
C -4.320 -0.980 -2.498  -0.20
C -3.676 -1.486 -1.262  -0.32
C -2.621 -2.379 -1.680  -0.12
C -2.200 -2.981 -0.090  -0.11
C -1.078 -2.007 0.381  -0.16
H -1.656 -0.855 0.683  0.18
H -0.347 -1.652 -0.331  0.08
C -0.627 -2.340 1.830  -0.31
N 0.309 -1.671 2.294  -0.06
C -0.054 -0.370 3.068  0.17
C 1.006 0.462 3.377  -0.13
C 2.260 0.341 3.386  0.03
C 2.598 -0.918 2.612  -0.02
C 1.622 -1.665 2.239  -0.10
H 2.030 -2.941 1.532  0.27
H 3.620 -1.134 2.277  0.13
H 3.043 1.116 3.392  0.13
H 0.532 1.242 3.991  0.15
H -1.053 -0.167 3.198  0.11
H -0.238 -3.363 1.672  0.14
H -1.447 -2.630 2.561  0.19
H -1.530 -3.940 -0.385  0.15
H -3.012 -3.139 0.559  0.08
H -3.069 -3.197 -2.113  0.09
H -1.847 -1.977 -2.115  0.05
H -4.728 -1.957 -0.650  0.21
H -3.364 -0.655 -0.838  0.03
H -5.378 -0.133 -2.336  0.19
H -4.588 -1.736 -3.243  0.08
H -2.396 -0.524 -3.433  0.08
H -3.924 0.349 -4.434  0.12
H -3.886 1.741 -1.836  0.19
H -2.951 2.230 -3.491  0.12
H -1.578 0.701 -1.396  -0.02
H -1.590 2.267 -1.347  0.16
H -0.503 0.502 -3.595  0.19
H -0.719 2.313 -3.790  0.13
H 0.613 2.819 -1.839  0.10
H 1.623 1.727 -2.957  0.13
H 0.580 0.695 -0.226  0.17
H 1.147 -0.363 -1.713  0.12
H 2.926 -0.103 -0.123  0.14
H 3.215 0.801 -1.626  0.12
H 1.991 2.117 1.030  0.09
H 2.394 3.080 -0.372  0.19
H 4.320 1.368 1.465  0.08
H 4.969 2.343 -0.123  0.16
H 5.388 3.546 2.173  0.12
H 4.071 4.283 1.223  -0.04
H 3.375 3.519 2.611  0.12

***

Entry 4:
A molecular structure, C22H17IN3O3Pt. Source: the Open Molecules 2025 dataset; level of theory: ωB97M-V/def2-TZVPD.

Summary:
Charge ... +2
Largest force on an atom ... 0.0066 hartree/bohr
Multiplicity ... 6
<S²> ... 8.80
HOMO (spin up / spin down) ... -11.43 / -14.79 eV
Calculated total energy ... -1654.7156 Ha

Each line ends with the Löwdin charge.
Positions of all 47 atoms, in Å:
Pt -0.725 -0.894 1.467  1.31
C 3.213 1.115 0.856  -0.02
C 2.796 2.422 1.094  0.01
C 1.470 2.681 1.392  0.05
C 0.609 1.607 1.438  -0.35
N 1.007 0.351 1.228  -0.02
C 2.291 0.097 0.935  -0.09
C -1.687 1.710 0.653  -0.38
C -2.746 2.722 0.940  0.09
C -4.061 2.398 0.841  -0.01
C -4.434 1.074 0.556  0.02
C -3.446 0.078 0.517  -0.09
N -2.166 0.349 0.624  -0.08
H 4.243 0.889 0.622  0.12
H 3.503 3.239 1.039  0.13
H 1.094 3.677 1.567  0.14
H 2.564 -0.938 0.778  0.11
H -2.398 3.725 1.140  0.15
H -4.821 3.153 0.994  0.13
H -5.471 0.790 0.448  0.13
H -3.720 -0.968 0.438  0.13
I -0.911 -0.174 -6.431  1.16
C -0.878 0.550 -4.550  -0.75
C -0.568 1.925 -4.302  -0.12
C -0.602 2.408 -3.044  0.01
C -0.978 1.562 -1.910  -0.05
C -1.222 0.159 -2.179  -0.03
C -1.179 -0.318 -3.444  -0.13
C -1.014 2.227 -0.654  -0.31
O -0.556 3.388 -0.517  0.06
O -0.718 1.720 1.758  -0.01
H -0.313 2.572 -5.130  0.11
H -0.376 3.444 -2.842  0.12
H -1.441 -0.527 -1.378  0.07
H -1.367 -1.366 -3.636  0.10
O -0.365 -2.901 1.365  -0.30
N 0.902 -3.371 1.463  -0.19
C 1.513 -3.789 0.343  0.01
C 2.776 -4.333 0.420  0.00
C 3.395 -4.449 1.658  0.00
C 2.723 -4.024 2.797  0.01
C 1.462 -3.487 2.677  0.01
H 0.942 -3.679 -0.566  0.15
H 3.258 -4.670 -0.486  0.13
H 4.385 -4.875 1.735  0.13
H 3.163 -4.116 3.780  0.13
H 0.855 -3.154 3.507  0.15

***

Entry 5:
C5H6O in the gas phase in a non-equilibrium geometry. Source: the Open Molecules 2025 dataset; level of theory: ωB97M-V/def2-TZVPD.

Summary:
Charge ... 0
Largest force on an atom ... 0.0342 hartree/bohr
Multiplicity ... 1
ΔE to the lowest compared entry with this formula, charge and spin ... 512.08 kJ/mol
HOMO ... -8.70 eV
Calculated total energy ... -269.1512 Ha

Each line ends with the Löwdin charge.
Positions of all 12 atoms, in Å:
C 1.256 -0.555 0.066  -0.05
C -0.313 -0.621 0.607  -0.12
C -0.350 0.953 0.489  -0.24
O -1.619 1.074 -0.143  -0.05
C -1.173 -0.230 -0.595  -0.12
C 0.424 0.440 -0.699  -0.14
H 1.908 -1.237 -0.523  0.10
H 1.831 -0.224 0.955  0.10
H -0.492 -1.339 1.387  0.11
H -0.064 1.675 1.254  0.15
H -1.975 -0.793 -1.131  0.15
H 0.567 0.857 -1.667  0.11

***

Question: multiplicity of number 3 (C21H38N)?
Answer: 1

***

Question: Which of these has the highest largest force on an atom?
Answer: C21H38N